348
Properties=species:S:1:pos:R:3 method="wB97M-V/def2-TZVPD" lumo_ev=0.4 max_force_ev_per_a=3.467 total_energy_ev=-157431.6605 charge=0
O -2.44821 -2.03766 -8.18620
O 1.08329 -4.84332 -0.27934
O 2.13501 -4.49942 5.80030
O -0.34626 -0.06038 5.72225
O 4.53929 -4.78532 1.62890
O 3.39235 -6.59977 -0.55265
O 4.93618 2.41974 -1.92507
O -3.59166 -4.12923 -1.37625
O 5.23653 2.40352 -4.94749
O -2.57007 5.27074 -5.29392
O 1.44678 -2.94603 -2.20897
O 6.18069 -4.04510 3.84247
O 1.72119 -1.41102 4.60395
O -1.59536 2.61371 3.93491
O -0.88612 -4.67893 -2.32729
O 0.34242 -2.20182 0.76465
O -3.75890 2.51685 -3.20133
N 7.03145 -2.90026 3.99947
N -4.90933 3.05751 -2.65611
N -1.57298 3.94840 4.43370
N -1.87157 5.13809 -4.04974
N 0.63344 -1.13795 -0.17783
N 5.55664 3.63398 -1.46551
N -1.18547 -1.20265 5.97655
N -4.44713 -4.66724 -0.35556
N 0.79576 -5.05335 5.89972
N -3.01116 -2.68675 -6.99755
N 4.17052 2.15875 -5.83185
C -1.35583 -6.87329 5.66712
C 5.22909 -1.75374 5.11995
C 8.98791 -1.67412 3.24884
C -5.99753 1.50667 -4.32005
C -0.40903 4.59057 3.77128
C -6.54141 2.51141 -0.78635
C -5.17620 -1.81212 -7.79846
C -2.53127 -1.92668 -5.80885
C 5.95284 5.71443 0.52785
C 8.19723 -2.96316 3.01183
C 4.26549 5.11664 -2.81821
C -1.67855 7.75727 -3.89674
C -4.15277 2.93318 -0.35812
C 1.71240 -0.30236 0.38804
C -3.48586 -2.65202 6.94418
C 4.16703 3.01947 -7.01118
C -7.57237 2.25727 -1.85675
C 9.04031 -4.07524 3.52326
C 6.94118 4.58262 0.27129
C -3.37013 -2.37653 -4.61056
C 5.12921 -0.09697 -6.52122
C -0.28240 0.63621 -1.65194
C -3.19087 0.33263 5.66623
C 0.16332 -1.62001 7.92402
C 2.72852 0.52462 -6.73499
C 7.73039 -3.06266 1.56667
C 7.02098 -0.41051 4.07635
C -3.57435 6.45119 -2.88870
C 2.98352 -1.21044 0.45478
C -6.35077 -3.18234 -1.06874
C -2.79848 6.01077 4.76601
C -4.54735 -5.77818 1.75539
C -3.58636 4.63769 2.91919
C -4.64140 -2.31052 0.54895
C 0.06245 5.67591 -2.23393
C 5.30559 -1.46653 2.67064
C 5.13223 5.99090 -0.71287
C 0.66958 1.61136 -0.96829
C -4.87427 -2.45445 -4.85436
C -0.76634 3.24109 -5.04810
C -7.36243 3.13957 -3.08462
C 0.34571 5.46101 -5.21484
C -0.46841 4.56908 2.16838
C 0.16175 4.44043 -3.01497
C 2.82561 1.24307 -8.08622
C 0.88772 3.85031 4.18173
C 3.24139 4.34139 -0.65098
C -2.36914 -4.54756 1.25402
C 1.96823 0.88323 -0.62094
C -4.40186 -3.03585 -7.25427
C 1.29988 -6.47029 3.82243
C -0.55371 4.54064 -4.35407
C -1.65772 6.69492 4.09500
C -2.90553 4.52406 4.28881
C -1.24768 -1.48160 7.41576
C -1.07778 -5.76079 4.69970
C 0.65145 -6.00510 7.03308
C -2.76291 -0.36540 -5.90566
C -0.34470 6.03632 4.34850
C 3.98370 0.72388 -5.91434
C -1.60984 -0.03207 0.39650
C 1.39313 0.33303 1.77975
C 6.17400 -1.66974 3.93305
C -1.81262 -0.28264 8.23090
C -0.81075 -6.38251 7.01580
C -1.08402 -2.30210 -5.64535
C 8.18360 -0.41844 3.07577
C -2.15114 -2.71165 7.64438
C 4.52961 4.76415 -1.40827
C 3.61366 0.11359 -4.51840
C 7.45096 2.28713 -0.54106
C -6.22992 -4.18505 1.19153
C -2.10178 6.37845 -3.25616
C -5.77323 4.00905 -4.76335
C -3.78755 3.82706 5.31166
C -3.28749 -2.31143 5.45626
C 6.32387 3.29848 -0.23392
C -3.59302 -5.34060 0.66053
C -4.92075 0.78621 -1.41939
C 4.00926 4.47991 -6.56846
C 2.88552 2.72728 -7.84491
C -4.43252 -4.19467 -8.24478
C 5.42536 2.88302 -7.92915
C -2.93639 -6.51791 -0.06065
C -2.15777 -0.96481 3.79081
C -5.98405 2.90575 -3.66908
C 0.42501 -4.15377 3.65432
C -2.48000 -0.99432 5.24994
C -5.40312 -4.68909 2.36317
C -5.16177 2.27135 -1.34068
C -0.68619 -0.50183 -0.71449
C -1.37330 6.06642 -1.93872
C -5.14177 -3.39484 -5.97313
C 1.00816 -5.24820 8.27755
C 5.59539 2.52433 0.85050
C 0.40092 -5.41583 4.53778
C -5.36658 -3.61114 0.05811
C -1.35987 -1.57559 -1.50063
C 1.52812 -7.23565 6.93849
H -0.20177 5.94498 -6.04994
H -3.91283 -6.31832 2.55768
H -4.71211 4.06931 -5.04694
H 7.34459 -2.12404 1.14290
H 5.88088 -1.92824 6.00214
H -1.62192 -0.06449 3.57508
H 3.53007 4.19985 0.35913
H -1.58550 -4.12865 -1.95251
H -2.88700 -0.13220 8.17869
H 0.58183 5.56134 -1.23068
H 2.62166 1.58865 -0.09114
H -3.07400 -3.37215 -4.28920
H -0.98658 -7.89494 5.32865
H -2.28821 -6.08839 -0.80365
H 6.93316 -3.78175 1.56151
H -3.96774 2.29924 0.45339
H 2.93876 0.78850 -3.98843
H 9.84732 -1.72696 2.57708
H 6.01194 2.02742 -5.34924
H -1.86471 7.94723 -4.92838
H -2.24711 -7.08853 0.62990
H 5.09694 2.36213 -8.83557
H 10.04433 -3.92112 3.02794
H -0.91080 -7.02500 7.91836
H -1.27705 1.16193 -1.98533
H -2.38188 -1.25358 -1.52680
H -5.30152 -2.81235 -3.93430
H 7.82115 -0.30555 2.04055
H -3.76127 0.00262 -6.21861
H -4.18848 -1.86735 -0.36073
H -1.76727 -3.97280 0.52306
H -1.40440 -2.45180 -0.84486
H -4.21532 -1.90634 7.31406
H -1.65460 -2.49326 -8.30506
H 6.44935 6.61323 0.91952
H 4.34172 6.66997 -0.51831
H 4.98406 1.67603 0.42233
H -6.10526 -2.21912 -8.28049
H -3.92907 7.28214 -2.30287
H 0.17648 -1.91006 1.67405
H 1.07061 -0.35491 2.62756
H 1.04734 -4.06049 0.30321
H -2.46339 -6.94599 5.75341
H 0.91521 4.79347 -5.83779
H -3.17179 3.68540 6.20956
H 2.51033 -6.88302 6.84985
H -0.94192 5.48106 1.71989
H 8.76917 -5.09253 3.22212
H -2.62180 5.92142 5.86257
H -0.41618 3.26617 -6.13843
H 4.15197 -5.02022 0.78134
H 4.74477 -1.11805 -6.62336
H -4.12242 -4.29811 -2.13823
H 1.40387 -3.67873 3.58255
H 5.73908 -1.02059 1.81909
H -4.67033 4.86685 3.07637
H -3.18236 5.32847 2.16407
H -2.48532 1.11990 5.87356
H 0.18528 -2.14202 8.88217
H 2.71020 3.53152 -1.14114
H 6.00617 -0.12647 -5.85966
H -4.76606 0.35084 -0.40410
H -1.53582 -4.84153 5.14929
H -1.82066 2.88810 -4.94417
H -4.73910 -3.96249 2.85278
H 1.96641 -4.81928 8.13418
H 2.46176 -0.51713 -6.96001
H -0.93059 -1.75087 -2.48725
H -4.08825 0.46433 -2.07007
H -6.69745 3.45693 -0.22431
H -7.37299 4.15672 -2.72488
H 3.04933 -1.55645 -0.58544
H 0.40109 6.58903 3.89153
H 2.46475 0.61162 -1.54436
H -2.21323 8.52753 -3.33969
H 4.56488 0.06521 -3.92529
H 0.22523 -4.57608 8.58172
H -3.12036 -1.59398 -3.85410
H -3.53236 -7.19519 -0.57139
H 5.75186 3.83857 -8.30725
H 2.65883 -5.25139 5.45983
H -4.06263 -5.10280 -7.77139
H 3.35335 4.55460 -5.73306
H -0.44301 -1.74265 -6.34241
H 6.27792 2.43049 -7.39396
H -5.38918 -4.30847 -8.77046
H 5.12636 5.30407 -3.42749
H 5.42926 0.19543 -7.50764
H 1.90827 1.01280 -8.60205
H -0.29038 3.63158 -2.42070
H 1.29158 -2.25822 4.81399
H 9.29338 -1.60564 4.29841
H -4.92136 1.13508 -4.32720
H 1.94389 3.08314 -7.41011
H -1.60808 -0.70936 9.21034
H 8.48471 -3.53045 0.95653
H 1.31463 -7.47363 4.27968
H 0.52761 6.49083 -2.76345
H 1.42997 -7.93913 6.07154
H -0.70078 -1.91770 -4.67191
H 3.91810 -6.47246 -1.38079
H -3.20845 3.06672 -0.83851
H 5.07663 3.23177 1.54736
H -0.10329 2.47977 -4.60145
H 8.01745 2.13572 0.42530
H -7.54898 1.23504 -2.19936
H -1.83245 6.65948 3.04309
H -1.72181 -5.28131 1.71764
H -1.54323 -5.87917 3.73089
H -2.20390 0.71575 -0.16388
H -3.04136 -0.96680 3.22563
H -1.33042 -5.42228 7.23830
H 3.72935 6.09944 -2.91508
H 1.86124 0.89710 -6.19164
H 1.45342 -7.82267 7.91200
H 5.78357 -4.11238 2.95908
H 5.27958 5.44800 1.31780
H -4.23630 -2.32282 4.95589
H 5.88939 6.54691 -1.36210
H -2.58860 -3.75170 1.98996
H 4.46022 -0.83191 2.95602
H -0.81167 -3.32646 -5.62075
H -5.99428 4.97573 -4.34566
H -5.34063 -1.09288 -7.00760
H 3.66960 4.34046 -3.32037
H -0.62949 7.99885 -3.75881
H -0.93536 3.65422 1.68742
H -6.36174 3.83632 -5.66714
H 0.53431 4.63378 1.85884
H -4.20319 6.50316 -3.80794
H 3.20945 -0.88817 -4.63204
H -8.59845 2.38688 -1.41592
H -4.01675 0.16000 6.35724
H 0.98097 6.16742 -4.64330
H 4.97798 2.40052 -2.89008
H -1.67309 7.70851 4.41725
H 2.57818 -1.55767 4.99970
H 0.39029 -4.76683 -0.93960
H -0.27092 -3.43892 4.05907
H 1.73721 4.51612 4.10130
H 4.29207 -5.46367 2.27989
H -6.78057 1.76285 -0.05247
H -3.73766 6.51366 4.52670
H -6.56979 0.77486 -3.74398
H 0.67218 -0.66436 8.05231
H -8.09305 2.87550 -3.87593
H -0.16727 -3.98155 -2.46076
H -5.17545 -1.41026 -4.89607
H -0.07345 6.08297 5.39984
H 1.07809 -6.50637 2.74116
H -3.97319 2.77197 4.99654
H -6.41097 1.53003 -5.34079
H -2.10825 -2.87263 8.72128
H -3.88306 5.56351 -2.30950
H 0.67381 1.19957 1.71519
H -3.93486 -3.62561 6.99707
H -2.06595 0.01865 -6.70962
H 2.00713 -3.47156 -1.62658
H 0.76431 3.41185 5.18313
H 1.14499 -5.96790 9.10279
H -6.09874 -5.02085 3.19591
H -1.48717 6.98933 -1.43847
H -1.77867 5.34375 -1.27383
H 8.16714 2.68380 -1.26802
H -2.42650 0.08947 -4.95455
H -1.61424 -1.85257 3.52793
H -1.96587 5.82731 -5.82276
H -1.16259 0.47061 1.25667
H 7.24990 4.37777 1.25255
H -6.64910 -4.04923 -1.67082
H 0.19681 2.17023 -0.13107
H -5.87025 0.29706 -1.72109
H 1.01573 -2.36203 -1.56760
H -1.17030 2.06725 4.64364
H -3.58248 3.64802 2.48607
H -5.43833 -1.60351 0.81309
H 2.63030 -6.06908 -0.75294
H -3.79205 -3.91573 -9.07205
H 2.50690 5.15504 -0.80921
H 2.98651 3.22825 -8.80208
H 4.91777 4.87654 -6.11898
H 0.66443 -2.24771 7.17933
H 0.24172 0.28771 -2.55927
H 7.33108 -0.29216 5.10002
H 7.04610 1.39490 -1.00722
H 0.14324 -4.23643 2.61071
H -6.93093 -3.42221 1.45075
H 2.31618 -6.07496 4.02244
H -5.19781 -6.47735 1.24611
H 1.09879 3.06758 3.38856
H 3.55118 5.09067 -7.40713
H 2.88408 -2.06992 1.11231
H -2.35079 -0.80801 0.75614
H -6.15394 -3.55828 -6.25537
H 0.86219 2.36066 -1.67324
H -3.77934 0.69717 4.78125
H 8.82003 0.40722 3.30492
H -7.20130 -2.68871 -0.55726
H -3.36659 3.33901 -3.50217
H 3.61101 0.84079 -8.72838
H 4.69721 -0.79405 5.28690
H 1.24435 4.18353 -3.26518
H 0.41830 -0.30500 5.18463
H -2.79859 -3.14621 4.95415
H 6.32493 0.42972 3.94702
H 4.49317 -2.54516 4.90168
H -4.42831 3.94387 -0.05276
H 2.30656 0.72035 2.22508
H -4.56024 -1.32343 -8.60280
H -1.65224 -3.65164 7.23812
H -3.88875 -2.49998 1.29388
H 3.89731 -0.63079 0.71646
H -4.75558 4.41267 5.55225
H -1.26578 0.66585 8.02031
H -5.96432 -2.37461 -1.69472
H 9.08823 -4.06849 4.60442
H -6.71027 -5.11705 0.83674
H 4.76481 -2.36490 2.36675
H 6.40692 2.07171 1.35923
H -4.76990 -4.41892 -5.58891
H 7.62959 4.97350 -0.48384

---

26
Properties=species:S:1:pos:R:3 method="wB97M-V/def2-TZVPD" lumo_ev=2.6 max_force_ev_per_a=5.900 total_energy_ev=-105022.3983 charge=-1
Ga -0.01654 0.03437 0.63826
Cl -3.00202 1.93404 3.55121
Cl -4.47003 -0.51933 2.85323
Cl -4.57365 1.80515 1.07229
O -1.81366 1.04053 0.49683
O -1.66529 -0.61734 1.96395
N 1.25318 -0.31665 2.01370
C -0.95578 -1.56159 -0.87722
C 0.24553 -2.06523 -0.19763
C -2.28148 0.38386 1.49857
C -0.55020 -1.09913 -2.16835
C 0.85097 -1.30944 -2.30406
C 1.60197 1.18733 1.02083
C -3.59502 0.88862 2.22729
C 1.33976 -1.92858 -1.13062
C 0.94077 1.48390 -0.25297
H -1.21842 -0.71989 -2.93590
H 0.84399 0.16324 2.83905
H -1.97841 -1.74960 -0.55459
H 0.40719 2.43913 -0.28181
H 0.24469 -2.69774 0.69167
H 1.50118 2.02557 1.73363
H 2.34719 -2.30699 -0.96863
H 2.67792 1.02100 0.84234
H 1.52657 1.22947 -1.14061
H 1.43536 -1.09648 -3.19787

---

Calculated values (kcal per mole) of ΔE to the lowest compared entry with this formula, charge and spin for the records, taken in order: 0.0; 0.0.